Entry 1:
This record from OMol25 describes a 2-piece molecular cluster, CH6NO2 overall. The level of theory is wB97M-V/def2-TZVPD.

The geometry in XYZ format:
```
10
Properties=species:S:1:pos:R:3:mulliken_charge:R:1
N -2.28 0.46 -0.15 -0.51
H -2.93 0.01 -0.79 0.40
H -2.48 0.15 0.80 0.40
H -1.31 0.25 -0.38 0.33
H -2.46 1.47 -0.22 0.39
O 3.11 0.29 1.15 -0.35
C 2.28 -0.16 0.45 0.32
O 2.51 -0.67 -0.78 -0.43
H 1.22 -0.19 0.77 0.12
H 2.34 -1.61 -0.85 0.34
```

Summary:
* ΔE to the lowest compared entry with this formula, charge and spin: 34.5 kcal per mole
* net charge: +1
* energy: -6711.6567 eV

Entry 2:
This record from OMol25 describes a 2-piece molecular cluster, CH6NO2 overall at a distorted geometry. The level of theory is wB97M-V/def2-TZVPD.

The geometry in XYZ format:
```
10
Properties=species:S:1:pos:R:3:mulliken_charge:R:1
O 0.30 2.15 0.29 -0.66
H 0.20 3.03 -0.10 0.32
H 1.08 2.10 0.85 0.31
H 1.00 -1.82 -1.62 0.40
C -0.23 -1.41 -0.22 0.22
N -0.55 -0.44 0.55 -0.18
O 0.31 -1.18 -1.37 -0.39
H -0.49 -2.43 0.10 0.37
H -0.42 0.55 0.23 0.32
H -1.21 -0.55 1.30 0.28
```

Summary:
* ΔE to the lowest compared entry with this formula, charge and spin: 12.9 kcal per mole
* net charge: +1
* energy: -6712.5898 eV

Entry 3:
This record from OMol25 describes a 2-piece molecular cluster, CH6NO2 overall at a distorted geometry. The level of theory is wB97M-V/def2-TZVPD.

The geometry in XYZ format:
```
10
Properties=species:S:1:pos:R:3:mulliken_charge:R:1
N -0.42 -1.32 -0.94 -0.42
H -0.78 -1.47 -1.93 0.40
H 0.34 -0.76 -0.79 0.30
H -1.05 -0.75 -0.27 0.40
H -0.26 -2.17 -0.53 0.34
O 1.53 0.31 0.57 -0.47
C 0.85 1.26 0.91 0.19
O -0.54 1.08 0.87 -0.47
H 1.34 1.95 1.67 0.37
H -1.01 1.85 0.45 0.37
```

Summary:
* ΔE to the lowest compared entry with this formula, charge and spin: 29.4 kcal per mole
* net charge: +1
* energy: -6711.8756 eV

Entry 4:
This record from OMol25 describes one molecule with the formula CH6NO2P at a distorted geometry. The level of theory is wB97M-V/def2-TZVPD.

The geometry in XYZ format:
```
11
Properties=species:S:1:pos:R:3:mulliken_charge:R:1
C -1.48 0.71 0.40 -0.61
O -0.54 -0.38 0.38 -0.17
P 0.44 -0.46 -0.91 0.21
N 1.36 -1.82 -0.36 -0.69
O 1.47 0.74 -0.48 -0.45
H -1.79 0.90 -0.62 0.30
H -1.03 1.61 0.91 0.25
H -2.39 0.58 1.16 0.21
H 1.10 -1.74 0.58 0.35
H 0.88 -2.63 -0.73 0.28
H 2.36 0.38 -0.83 0.33
```

Summary:
* SMILES: COP(N)O
* ΔE to the lowest compared entry with this formula, charge and spin: 26.3 kcal per mole
* energy: -16008.7476 eV